# 1
ORCA calculation (ωB97M-V/def2-TZVPD) on 2 unconnected molecules or ions with the total composition C2H9NS in a non-equilibrium geometry.

Calculated values
ΔE to the lowest compared entry with this formula, charge and spin = 0.724 eV
F_max = 0.030 hartree/bohr
DFT total energy = -14544.569 eV
LUMO energy = 0.9 eV

The geometry in XYZ format:
```
13
Properties=species:S:1:pos:R:3:forces:R:3
N 0.09780 -0.37688 -0.40186 0.07 0.56 -0.81
H -0.77370 1.34141 -1.35255 -0.07 -0.23 -0.07
C 0.15101 1.01281 -0.88155 0.41 -0.01 0.53
H 0.99533 1.18816 -1.55861 -0.05 0.05 -0.02
H 2.12232 -0.09056 0.17829 0.01 -0.13 -0.04
H -2.20050 -0.36308 1.93695 -0.25 -0.08 0.14
S -2.87396 -0.40889 0.77840 1.13 0.50 -0.35
H 0.06714 -0.98189 -1.21272 0.05 -0.18 0.14
H 0.30097 1.63311 0.00597 -0.05 0.15 -0.14
H -1.62043 -0.11540 0.15479 -1.27 -0.71 0.50
H 1.50496 -1.73195 0.41438 -0.13 -0.09 -0.03
C 1.23669 -0.67981 0.45223 0.13 0.19 0.13
H 0.99238 -0.42702 1.48628 0.01 -0.02 0.02
```
Forces are in eV/Å.

=====

# 2
ORCA calculation (ωB97M-V/def2-TZVPD) on 2 unconnected molecules or ions with the total composition C2H9NS in a non-equilibrium geometry.

Calculated values
ΔE to the lowest compared entry with this formula, charge and spin = 2.625 eV
F_max = 0.073 hartree/bohr
DFT total energy = -14542.668 eV
LUMO energy = -0.2 eV

The geometry in XYZ format:
```
13
Properties=species:S:1:pos:R:3:forces:R:3
H 1.72725 -0.85373 -1.34030 -0.55 0.66 0.60
H 2.30451 -1.00507 0.32954 0.07 -0.59 -0.60
H -0.56705 -1.36278 0.57530 -1.26 1.01 -2.05
N 0.04455 0.79525 -0.00293 0.10 -0.87 -1.02
H 1.44360 -2.29166 -0.65281 -0.39 -0.14 1.08
H 0.60973 1.05809 -0.84208 -0.38 -0.51 0.86
H -3.83205 2.40448 0.40775 0.22 0.10 0.25
H -0.94029 0.85282 -0.32347 -1.33 1.32 0.49
S -3.19114 1.56820 -0.40986 0.67 -0.53 -0.37
C 1.45869 -1.24507 -0.33451 0.78 0.47 -0.61
H 0.44211 -0.75510 1.48584 0.62 1.30 -0.98
C 0.23163 -0.63883 0.37594 2.08 -1.96 2.46
H 0.26847 1.47338 0.73160 -0.62 -0.28 -0.12
```
Forces are in eV/Å.

=====

# 3
ORCA calculation (ωB97M-V/def2-TZVPD) on 2 unconnected molecules or ions with the total composition C2H9NS2 in a non-equilibrium geometry.

Calculated values
ΔE to the lowest compared entry with this formula, charge and spin = 1.573 eV
F_max = 0.118 hartree/bohr
DFT total energy = -25378.822 eV
Charge = -1
LUMO energy (spin up / spin down) = 3.4 / 3.4 eV
Spin multiplicity = 2

The geometry in XYZ format:
```
14
Properties=species:S:1:pos:R:3:forces:R:3
H -4.85837 1.22603 0.79942 -0.54 -0.53 -1.02
H 3.18553 0.86720 -1.31044 0.62 -0.48 -0.77
C 3.09503 0.97671 -0.25130 0.12 1.25 0.20
H -4.12349 0.99089 2.74093 -1.68 2.85 2.60
H 1.74037 -2.03640 -1.56886 0.29 -0.41 0.11
C -4.18376 0.36433 0.79240 1.20 2.02 2.28
H -3.27561 0.68286 0.29576 -0.01 -0.27 -0.74
H 3.92719 0.61076 0.33120 0.42 -0.43 -0.21
S 1.03675 -0.90706 -1.60101 -0.93 -0.74 -2.39
H 3.14517 2.08249 -0.12446 -0.72 -0.50 0.32
H -4.01345 -0.68524 2.58386 0.21 1.77 0.07
S 1.58829 0.08572 0.15838 0.19 1.31 2.73
H -4.53677 -0.57989 0.46632 -0.63 -0.49 -0.70
N -3.80839 0.27664 2.23168 1.46 -5.35 -2.47
```
Forces are in eV/Å.

=====

# 4
ORCA calculation (ωB97M-V/def2-TZVPD) on 2 unconnected molecules or ions with the total composition C2H9NS2 in a non-equilibrium geometry.

Calculated values
ΔE to the lowest compared entry with this formula, charge and spin = 1.917 eV
F_max = 0.074 hartree/bohr
DFT total energy = -25378.797 eV
LUMO energy = 0.2 eV

The geometry in XYZ format:
```
14
Properties=species:S:1:pos:R:3:forces:R:3
H 2.06174 -2.39140 0.94409 0.24 -1.60 0.65
S -3.80093 2.32775 -2.06176 0.58 0.45 -1.79
H -0.31326 -0.47218 1.78432 0.88 0.23 -1.12
H 1.79950 -1.73911 2.41400 -0.24 -0.06 0.54
H 0.44066 1.14309 1.33518 -0.79 -2.71 -1.44
H -3.41380 3.08467 -3.17391 -0.53 -0.31 1.34
S -2.74201 0.70373 -2.86439 -0.11 -0.05 0.86
N 2.25384 -1.61591 1.53230 -0.07 0.13 0.28
C 1.65596 -0.60427 0.69758 2.56 2.29 -1.65
H -0.42318 -0.08699 -0.04013 1.71 0.58 2.26
H -2.01154 0.54704 -1.73799 0.06 -0.09 -0.41
H 1.72357 -1.12588 -0.23763 -0.69 0.31 -1.07
C 0.28087 -0.00254 0.93197 -1.62 2.03 0.67
H 2.48859 0.23199 0.47636 -1.99 -1.21 0.87
```
Forces are in eV/Å.

=====

# 5
ORCA calculation (ωB97M-V/def2-TZVPD) on a single C2H9NSi molecule in a non-equilibrium geometry.

Calculated values
ΔE to the lowest compared entry with this formula, charge and spin = 1.921 eV
F_max = 0.074 hartree/bohr
DFT total energy = -11586.500 eV
LUMO energy = 1.0 eV

The geometry in XYZ format:
```
13
Properties=species:S:1:pos:R:3:forces:R:3
C -1.55272 0.57126 -0.22621 2.43 2.79 0.78
H 2.48509 0.38460 1.29667 -0.73 0.00 0.01
H 1.44181 1.49829 -0.69286 1.01 -1.43 0.58
H -0.89249 1.55492 -0.26739 -1.47 -1.89 -0.08
N 0.48005 -0.89269 -0.14223 -1.06 -0.03 1.49
H 0.48739 -1.28366 -1.07470 -0.92 -0.29 0.17
H 2.95834 -0.91812 -0.55929 -1.04 1.46 -0.13
C -0.79998 -0.49785 0.53067 -0.24 -1.69 -0.53
Si 1.82843 0.07726 -0.01445 2.52 1.10 -0.74
H -1.89908 0.35382 -1.19409 0.42 -0.84 -1.64
H -1.41601 -1.42225 0.50106 0.18 0.48 0.40
H -0.64712 -0.25252 1.64172 0.13 -0.20 -1.77
H -2.47374 0.82692 0.20108 -1.24 0.53 1.46
```
Forces are in eV/Å.

=====

# 6
ORCA calculation (ωB97M-V/def2-TZVPD) on a molecular structure, C2H9O2 in a non-equilibrium geometry.

Calculated values
ΔE to the lowest compared entry with this formula, charge and spin = 0.580 eV
F_max = 0.046 hartree/bohr
DFT total energy = -6290.554 eV
Charge = +2
LUMO energy (spin up / spin down) = -8.6 / -16.5 eV
Spin multiplicity = 2

The geometry in XYZ format:
```
13
Properties=species:S:1:pos:R:3:forces:R:3
H -0.26826 0.38119 1.80091 0.23 -0.37 0.46
H 2.29801 -0.44002 -0.33840 0.22 0.09 -0.01
O 2.01550 0.19048 -1.02365 -0.12 -1.00 1.40
H 0.91123 0.67053 -0.58769 1.10 0.06 -1.19
O -0.04981 1.08229 -0.13558 -0.73 -0.16 0.27
H -1.10573 -1.73995 1.12748 -0.49 -0.47 0.62
C -1.09340 -1.03706 0.32208 1.17 -0.18 0.46
H -0.46505 1.88356 -0.54204 0.27 -0.12 0.22
H -1.70414 0.95211 1.00181 -0.03 0.04 0.60
C -0.79934 0.34514 0.82689 -1.12 1.29 -1.63
H -0.44566 -1.51366 -0.43320 -0.09 -0.09 -0.50
H -2.01689 -0.87159 -0.33214 0.06 0.19 -0.12
H 2.72353 0.09698 -1.68647 -0.46 0.73 -0.59
```
Forces are in eV/Å.

=====

# 7
ORCA calculation (ωB97M-V/def2-TZVPD) on 3 unconnected molecules or ions with the total composition C2H9O3 in a non-equilibrium geometry.

Calculated values
ΔE to the lowest compared entry with this formula, charge and spin = 0.467 eV
F_max = 0.035 hartree/bohr
DFT total energy = -8362.859 eV
Charge = -1
LUMO energy = 4.4 eV

The geometry in XYZ format:
```
14
Properties=species:S:1:pos:R:3:forces:R:3
O -0.71769 -0.06081 -0.19606 -0.32 -0.28 1.08
H 1.18808 -0.29281 1.46666 0.04 -0.08 -0.30
O -1.66052 1.10234 -2.30610 -0.14 0.29 0.04
H -0.61110 2.29196 1.57116 -0.32 -0.17 0.20
H 0.88700 -0.75172 -1.05232 0.46 -1.17 0.48
C 0.18681 -1.11077 -0.24925 -0.43 1.76 0.11
H 1.90349 -1.78036 0.91726 0.02 -0.28 0.09
H 0.49029 -1.74335 1.98614 -0.72 -0.50 -0.49
O 0.01558 2.25035 0.85564 0.78 0.40 -0.09
H -0.80561 1.37478 -2.67534 -0.41 -0.24 0.57
H -0.27282 -2.05923 -0.53587 -0.09 -0.37 -0.29
C 0.93539 -1.29946 1.09555 1.15 1.08 -0.20
H -0.06481 1.32467 0.48405 -0.69 -0.20 -0.18
H -1.47409 0.75441 -1.36152 0.66 -0.25 -1.02
```
Forces are in eV/Å.

=====

# 8
ORCA calculation (ωB97M-V/def2-TZVPD) on 4 unconnected molecules or ions with the total composition C2H9O5 in a non-equilibrium geometry.

Calculated values
ΔE to the lowest compared entry with this formula, charge and spin = 1.257 eV
F_max = 0.055 hartree/bohr
DFT total energy = -12458.985 eV
Charge = -1
LUMO energy = 3.8 eV

The geometry in XYZ format:
```
16
Properties=species:S:1:pos:R:3:forces:R:3
H -1.64790 0.37032 1.30441 0.12 1.34 0.02
O -2.36363 -0.79570 -1.91001 -1.04 -0.75 0.03
C 0.34780 0.89890 1.06757 2.38 0.61 0.29
H 1.27199 -1.71907 1.37211 -0.56 -0.19 -0.18
C -1.12537 1.29332 0.90676 -0.74 -1.86 -0.07
O -0.09098 -0.46939 -1.87021 2.80 -0.20 -0.34
H -1.56126 2.22829 1.28615 0.73 -0.35 0.55
O 1.22099 1.09180 0.16088 -1.30 0.48 -1.17
H -1.91654 -0.47746 -2.70765 -0.26 -0.02 0.55
H 0.54050 -0.10864 -1.20671 -0.29 0.60 0.37
H -1.58216 -1.10224 -1.38788 -0.92 0.57 -0.63
H 0.50384 -1.08038 -2.33571 -0.35 0.05 0.12
O 1.54609 -1.66294 0.44524 0.79 -0.44 0.67
O 0.72807 0.34935 2.11708 -1.21 -0.30 1.34
H 2.11570 -0.88965 0.59626 -0.25 0.39 -0.71
H -1.40604 1.28669 -0.12743 0.12 0.07 -0.85
```
Forces are in eV/Å.

=====

# 9
ORCA calculation (ωB97M-V/def2-TZVPD) on 2 unconnected molecules or ions with the total composition C2H9OPSi in a non-equilibrium geometry.

Calculated values
ΔE to the lowest compared entry with this formula, charge and spin = 4.036 eV
F_max = 0.072 hartree/bohr
DFT total energy = -21430.765 eV
LUMO energy (spin up / spin down) = -0.7 / 0.0 eV

The geometry in XYZ format:
```
14
Properties=species:S:1:pos:R:3:forces:R:3
C 1.32195 2.86042 -0.53921 1.06 -0.58 -3.51
C 0.35260 -1.64855 -0.66932 0.67 -0.30 0.72
H 0.66063 -1.35522 -1.70759 -0.07 -0.04 1.01
H -1.04013 -0.45135 3.15368 0.62 0.40 0.47
H 1.35521 3.00480 0.46779 0.11 0.51 2.56
H 2.24774 3.04854 -1.17117 -1.49 -0.29 0.96
H 1.25074 -2.03159 -0.06751 -1.05 0.88 -0.92
H 0.48507 2.29999 -0.95359 0.26 0.37 0.00
H -1.19778 0.28314 -1.72720 -1.36 0.16 1.73
P -1.70320 -1.15308 2.17816 -1.64 1.01 -1.23
O -1.70071 0.32715 -0.84659 0.81 -0.01 -1.90
H -1.10805 -2.35804 2.37204 0.90 -1.03 -0.01
H -0.25712 -2.55518 -0.78651 -0.20 0.23 0.00
Si -0.66696 -0.27103 0.29702 1.37 -1.30 0.13
```
Forces are in eV/Å.